C8H6N4O2 | ωB97M-V/def2-TZVPD

The HOMO-LUMO gap is 8.0 eV. Its structure (SMILES) is O=[N+]([O-])c1cc(-c2cccnc2)n[nH]1. Its electronic energy is -677.80531 Ha. The HOMO energy comes out at -9.475 eV. The LUMO energy is -1.5 eV. The energy above the lowest of the compared OMol25 structures with the same formula, charge and spin comes out at 16.1 kJ/mol.

The geometry in ORCA input format:
```
! wB97M-V def2-TZVPD RIJCOSX def2/J DEFGRID3
* xyz 0 1
O 1.971 -3.128 3.054
N 1.667 -1.912 3.270
O 1.838 -1.370 4.391
C 1.229 -1.143 2.139
C 0.633 -1.250 0.896
C 0.249 0.051 0.407
C -0.361 0.386 -0.951
C -0.759 1.709 -1.173
C -1.520 1.924 -2.358
C -1.693 0.927 -3.280
N -1.139 -0.291 -3.082
C -0.566 -0.602 -1.925
N 0.578 0.999 1.307
N 1.193 0.267 2.319
H 0.347 -2.196 0.393
H -0.608 2.413 -0.385
H -1.925 2.972 -2.363
H -2.404 1.205 -4.072
H -0.150 -1.627 -1.783
H 1.419 0.667 3.196
*
```